Record 1
This record from the Open Molecules 2025 dataset describes a 2-piece molecular cluster, C12H14F3INO3S overall in a non-equilibrium geometry. The level of theory is ωB97M-V/def2-TZVPD.

```
! wB97M-V def2-TZVPD RIJCOSX def2/J DEFGRID3
* xyz -1 1
C -2.32 0.50 0.75
C -2.65 -0.93 0.35
N -2.49 -1.95 1.56
O -1.63 -2.83 1.39
O -3.24 -1.85 2.54
H -2.45 1.16 -0.11
H -2.99 0.80 1.56
H -1.27 0.56 1.09
H -3.70 -1.06 0.05
C 0.33 4.16 -2.79
C 0.55 2.30 -1.32
C 1.23 1.30 -2.14
C 0.67 2.51 0.09
C 1.13 1.54 1.05
I 1.86 -0.42 0.69
C 1.15 1.84 2.41
C 0.67 3.07 2.87
C 0.18 4.02 1.96
C 0.19 3.75 0.61
O -0.29 3.14 -1.95
S -1.60 -1.58 -0.77
C -2.13 -1.03 -2.38
F -1.24 -1.60 -3.25
F -3.38 -1.47 -2.67
F -2.09 0.32 -2.56
H 1.33 4.45 -2.44
H 0.37 3.78 -3.82
H -0.36 5.01 -2.74
H 2.19 1.66 -2.57
H 1.44 0.42 -1.51
H 0.59 0.99 -2.98
H 1.56 1.12 3.11
H 0.66 3.29 3.94
H -0.18 5.00 2.29
H -0.19 4.49 -0.10
*
```

Output
Energy relative to the best compared isomer or geometry (same formula, charge and spin) ... 1.3925 eV
HOMO level ... -1.5 eV

Need the Löwdin charges? In units of e they are: number 1, C, carries -0.059; number 2, C, carries -0.570; number 3, N, carries -0.357; number 4, O, carries -0.024; number 5, O, carries 0.058; number 6, H, carries 0.091; number 7, H, carries 0.088; number 8, H, carries 0.067; number 9, H, carries 0.132; number 10, C, carries -0.088; number 11, C, carries -0.441; number 12, C, carries -0.134; number 13, C, carries -0.238; number 14, C, carries -0.634; number 15, I, carries 0.890; number 16, C, carries -0.256; number 17, C, carries -0.184; number 18, C, carries -0.145; number 19, C, carries -0.070; number 20, O, carries -0.197; number 21, S, carries 1.080; number 22, C, carries -0.804; number 23, F, carries 0.056; number 24, F, carries 0.067; number 25, F, carries 0.089; number 26, H, carries 0.093; number 27, H, carries 0.072; number 28, H, carries 0.069; number 29, H, carries 0.068; number 30, H, carries -0.087; number 31, H, carries 0.069; number 32, H, carries 0.057; number 33, H, carries 0.066; number 34, H, carries 0.085; number 35, H, carries 0.094

Record 2
This record from the Open Molecules 2025 dataset describes one molecule with the formula C6H10O in a non-equilibrium geometry. The level of theory is ωB97M-V/def2-TZVPD.

```
! wB97M-V def2-TZVPD RIJCOSX def2/J DEFGRID3
* xyz 0 1
C -1.11 -1.66 -0.77
C 0.08 -1.67 0.17
C 0.41 -0.27 0.46
C 0.05 0.97 0.24
C -0.90 1.95 -0.30
C 1.32 0.80 0.86
O 2.61 1.03 0.27
H -1.65 -0.86 -0.38
H -1.68 -2.56 -0.70
H -0.82 -1.50 -1.85
H 0.78 -2.20 -0.36
H -0.29 -2.24 1.09
H -1.57 2.02 0.50
H -1.43 1.68 -1.24
H -0.49 2.99 -0.51
H 1.39 1.09 1.89
H 3.32 0.43 0.61
*
```

Output
Energy relative to the best compared isomer or geometry (same formula, charge and spin) ... 2.7859 eV
HOMO level ... -9.0 eV

Need the Löwdin charges? In units of e they are: number 1, C, carries -0.104; number 2, C, carries -0.190; number 3, C, carries -0.087; number 4, C, carries -0.158; number 5, C, carries -0.034; number 6, C, carries -0.288; number 7, O, carries -0.047; number 8, H, carries 0.043; number 9, H, carries 0.058; number 10, H, carries 0.109; number 11, H, carries 0.082; number 12, H, carries 0.140; number 13, H, carries 0.063; number 14, H, carries 0.090; number 15, H, carries 0.105; number 16, H, carries 0.118; number 17, H, carries 0.100